(1)
Density functional theory data (wB97M-V/def2-TZVPD) for a molecular structure, C22H42BrN2OP2Zr at a distorted geometry.

Structure (XYZ):
```
71
Properties=species:S:1:pos:R:3:forces:R:3:mulliken_charge:R:1
Zr 0.0654 -0.0173 0.3151 3.656 -0.262 -0.710 -1.875
P -0.1261 -2.3617 -0.8354 0.425 -1.666 0.174 1.097
P -0.0946 2.4575 -0.5276 0.591 1.469 0.334 1.475
N 1.6848 0.0892 -1.0038 -1.567 -0.064 0.318 0.287
C 1.5638 -2.3475 -1.5979 -0.130 0.107 -0.309 -0.930
H 2.0730 -3.2787 -1.3224 -0.146 0.131 -0.124 0.361
H 1.3841 -2.3751 -2.6853 0.051 -0.023 0.327 0.530
C 2.4582 -1.1291 -1.2784 0.440 -0.142 0.112 -0.888
H 3.1780 -1.3411 -0.4552 -0.435 -0.018 -0.355 0.266
H 3.0867 -0.9331 -2.1678 -0.220 -0.129 0.380 0.471
C 2.3904 1.2970 -1.4281 0.363 0.133 -0.073 -0.840
H 2.7579 1.1386 -2.4605 -0.127 0.094 0.435 0.593
H 3.3001 1.4285 -0.8022 -0.364 0.034 -0.254 0.282
C 1.5220 2.5755 -1.4004 0.254 -0.111 -0.193 -0.969
H 1.2956 2.8878 -2.4341 0.074 -0.097 0.438 0.540
H 2.0883 3.3848 -0.9203 -0.205 -0.016 -0.240 0.291
C 0.1200 3.3722 1.0840 -0.004 -0.344 0.032 0.477
C -1.0280 3.0336 2.0462 0.003 0.351 0.225 -1.291
H -0.7524 3.3834 3.0518 -0.211 -0.120 -0.234 0.458
H -1.2573 1.9598 2.1362 0.055 -0.042 -0.050 0.226
H -1.9527 3.5451 1.7475 0.268 -0.229 0.194 0.293
C -1.2818 3.3501 -1.5743 -0.799 -0.285 -0.630 0.916
C -2.6685 3.4431 -0.9242 -0.199 0.103 -0.031 -1.365
H -3.3887 3.7907 -1.6802 0.223 -0.110 0.280 0.497
H -2.6863 4.1643 -0.0958 -0.008 -0.189 -0.296 0.288
H -3.0223 2.4731 -0.5556 -0.022 0.230 -0.020 0.199
C -1.3022 -3.1203 -2.0119 -0.593 0.454 -0.689 0.730
C -2.7010 -3.3128 -1.4023 -0.122 -0.044 0.023 -1.374
H -3.4086 -3.5466 -2.2125 0.258 0.086 0.270 0.500
H -3.0676 -2.4114 -0.8961 -0.016 -0.249 -0.072 0.231
H -2.7268 -4.1527 -0.6945 0.002 0.275 -0.282 0.268
C 0.0069 -3.4908 0.6321 0.035 0.528 0.116 0.533
C -1.2468 -3.3726 1.5153 0.070 -0.258 0.433 -1.500
H -0.9605 -3.5526 2.5620 -0.216 -0.108 -0.278 0.400
H -2.0067 -4.1159 1.2341 0.248 0.357 0.196 0.417
H -1.7270 -2.3795 1.4874 0.046 -0.115 -0.059 0.283
C -2.0961 -0.0180 0.0581 -9.676 0.015 -0.042 0.654
C -0.8265 4.7172 -2.1044 0.230 0.205 0.035 -1.373
H -0.7705 5.4727 -1.3132 -0.052 -0.235 -0.308 0.271
H 0.1430 4.6719 -2.6112 -0.188 0.085 0.063 0.344
H -1.5663 5.0645 -2.8400 0.201 -0.181 0.197 0.476
C -0.8210 -4.4145 -2.6831 0.253 -0.179 0.013 -1.309
H -1.5468 -4.6929 -3.4611 0.211 0.182 0.207 0.461
H 0.1557 -4.2963 -3.1658 -0.186 -0.102 0.058 0.347
H -0.7683 -5.2503 -1.9757 -0.026 0.291 -0.311 0.257
C 0.3707 -4.9449 0.3215 0.143 -0.321 0.240 -1.530
H 0.7182 -5.4202 1.2500 -0.109 0.114 -0.221 0.412
H -0.4934 -5.5230 -0.0262 0.221 0.223 0.093 0.362
H 1.1864 -5.0412 -0.4041 -0.221 -0.002 0.117 0.362
C 0.2899 4.8886 0.9672 0.048 0.259 0.179 -1.591
H -0.6534 5.3860 0.7073 0.282 -0.185 0.071 0.349
H 0.5893 5.2727 1.9538 -0.055 -0.088 -0.279 0.461
H 1.0657 5.1833 0.2511 -0.189 -0.047 0.126 0.370
H 1.0571 2.9681 1.5071 -0.192 0.099 -0.159 0.353
H 0.8514 -3.0611 1.1986 -0.016 -0.021 -0.088 0.274
H -1.3685 2.6752 -2.4444 0.009 0.131 0.124 0.396
H -1.3876 -2.3477 -2.7961 0.016 -0.201 0.117 0.420
O -3.2708 -0.0372 0.1614 6.810 0.097 -0.664 -0.178
H -0.4820 0.0395 -3.2476 -0.549 0.089 0.285 0.149
H -1.1723 0.1168 -2.9326 0.496 -0.047 -0.294 -0.106
Br 1.3874 -1.8086 6.1834 -0.172 0.551 -0.788 -0.050
C 1.4709 -0.8021 4.5686 -0.281 -0.552 0.619 -0.563
C 2.6204 -0.0430 4.3134 -0.341 -0.040 -0.287 -0.137
C 2.7239 0.6164 3.0961 0.095 0.371 -0.747 -1.288
C 1.7083 0.4608 2.1554 -0.104 -0.386 0.790 -0.792
N 0.5850 -0.2822 2.4041 0.724 0.273 1.200 0.230
C 0.4311 -0.8690 3.6367 0.632 0.371 -0.926 -0.153
H 3.4097 0.0120 5.0586 -0.093 0.017 -0.133 0.553
H 3.5876 1.2324 2.8257 -0.270 -0.280 0.295 0.524
H 1.8104 0.9296 1.1369 0.369 -0.241 0.962 1.473
H -0.5077 -1.3909 3.8060 0.301 0.004 0.070 0.695
```
Positions in Å, forces in eV/Å.

Calculated values
frontier orbital gap	6.365	eV
HOMO	-17.923	eV
charge	+3
electronic energy	-4350.98076	hartree
energy above the lowest of the compared OMol25 structures with the same formula, charge and spin	0.255	eV

(2)
Density functional theory data (wB97M-V/def2-TZVPD) for a molecular structure, C40H100AsF6N5O5 at a distorted geometry.

Structure (XYZ):
```
157
Properties=species:S:1:pos:R:3:forces:R:3:mulliken_charge:R:1
As -28.2381 17.9865 4.8558 -0.139 0.076 0.130 2.461
F -29.0282 16.5514 4.3189 -0.012 -0.453 0.065 -0.515
F -26.7846 17.1336 5.2255 0.087 -0.347 -0.029 -0.470
F -27.4301 19.4405 5.3714 -0.112 0.217 0.092 -0.431
F -29.6792 18.8802 4.5347 -0.077 0.295 -0.220 -0.520
F -28.8354 17.7090 6.4701 0.085 -0.007 0.223 -0.675
F -27.6914 18.2384 3.2220 0.205 0.211 -0.161 -0.620
C -29.9604 21.1583 6.5328 -0.443 -0.855 0.746 -0.848
C -29.2330 21.9982 7.5571 -0.029 0.882 -0.086 0.645
N -29.5291 21.6545 9.0116 0.480 -1.009 -0.258 0.590
C -30.9602 21.9374 9.2840 -0.449 0.362 0.888 -0.977
C -29.2748 20.1790 9.2631 -0.042 -0.220 -0.140 -0.885
C -27.8758 19.6832 8.9332 -0.107 0.108 -0.463 -0.803
C -28.5936 22.4713 9.8589 -0.010 0.120 -0.181 -0.023
C -28.5127 22.1569 11.3537 0.051 0.759 -0.210 -1.295
O -29.7785 21.9714 11.9057 -0.035 -0.219 -0.237 -0.297
C -29.7320 21.7816 13.3075 -0.249 -0.082 0.926 -0.819
H -29.7003 20.1022 6.6220 0.217 0.150 -0.158 -0.138
H -29.7903 21.4346 5.4977 0.235 0.317 0.085 0.232
H -31.0330 21.1946 6.7236 -0.046 0.200 -0.285 0.414
H -29.5282 23.0480 7.4754 -0.076 -0.052 -0.011 0.365
H -28.1531 22.0078 7.4381 0.024 -0.317 -0.073 -0.743
H -31.1224 23.0116 9.2107 -0.102 -0.059 -0.328 0.344
H -31.2089 21.6702 10.3049 0.281 -0.075 0.078 0.372
H -31.6126 21.3558 8.6448 0.165 0.149 -0.345 0.387
H -30.0194 19.6637 8.6617 0.024 -0.052 -0.028 0.920
H -29.5070 19.9754 10.3065 -0.110 0.236 0.041 0.568
H -27.9572 18.6177 8.7210 0.141 -0.084 0.390 0.198
H -27.1640 19.8826 9.7303 0.029 -0.163 0.041 0.412
H -27.4742 20.0686 7.9939 -0.113 0.175 0.024 -0.120
H -28.8474 23.5134 9.6591 -0.190 -0.018 0.223 0.562
H -27.6032 22.3029 9.4322 0.024 0.009 0.077 -0.093
H -28.0493 23.0597 11.7815 0.152 -0.169 0.083 0.586
H -27.8224 21.3274 11.5461 -0.213 -0.188 0.031 0.408
H -30.7278 21.5332 13.6711 -0.060 -0.021 -0.318 0.285
H -29.4408 22.6898 13.8433 0.230 0.018 -0.221 0.321
H -29.0708 20.9563 13.5880 0.115 0.077 -0.124 0.347
C -26.5119 22.5630 -1.6125 -0.166 1.259 -0.012 -1.308
C -27.0429 22.9098 -0.2349 0.414 -0.312 -0.030 -0.521
N -26.7757 21.8744 0.8541 -0.218 0.104 0.014 0.395
C -25.3170 21.6102 0.9237 0.175 -0.172 -0.301 -1.113
C -27.2032 22.4824 2.1712 -0.124 0.034 -0.111 -1.403
C -27.2049 21.5212 3.3491 -1.162 0.075 -0.316 0.447
C -27.4701 20.5714 0.5549 0.213 -0.232 0.291 -0.601
C -28.9822 20.6308 0.5063 0.070 0.097 -0.305 -0.969
O -29.3661 21.1691 -0.7281 0.212 -0.102 -0.182 -0.279
C -30.7473 21.0390 -1.0203 -0.531 0.800 0.171 -0.771
H -27.0978 21.8301 -2.1544 0.110 -0.249 0.100 0.328
H -25.4360 22.4212 -1.6626 -0.006 -0.385 0.054 0.363
H -26.6546 23.5249 -2.1227 -0.050 -0.283 -0.306 0.442
H -28.1156 23.0611 -0.2956 -0.041 -0.008 0.213 0.428
H -26.5451 23.8067 0.1330 -0.109 0.086 -0.015 0.598
H -25.1055 20.9888 1.7868 0.063 0.128 0.116 0.361
H -24.7916 22.5617 0.9485 0.059 -0.024 0.181 0.379
H -25.0007 21.0670 0.0378 -0.065 0.028 -0.046 0.444
H -28.2198 22.8530 2.0378 0.044 0.027 -0.143 0.426
H -26.5770 23.3683 2.2844 0.156 -0.143 0.168 0.555
H -27.4658 22.0781 4.2521 0.563 0.080 0.090 -0.256
H -26.3436 20.8757 3.4736 0.186 0.208 0.164 0.229
H -28.0791 20.8743 3.2378 0.232 -0.256 -0.034 -0.055
H -27.1478 19.8615 1.3182 -0.075 0.084 0.094 0.439
H -27.0462 20.2272 -0.3868 -0.248 0.030 -0.133 0.534
H -29.3803 21.2353 1.3324 -0.105 -0.185 0.083 0.282
H -29.3506 19.6031 0.6138 -0.032 0.045 0.111 0.662
H -31.1199 20.0336 -0.8229 0.082 -0.095 -0.169 0.304
H -30.8973 21.3463 -2.0516 0.155 -0.383 -0.133 0.261
H -31.3442 21.7608 -0.4426 0.139 -0.229 0.221 0.319
C -24.9927 22.3352 6.4653 -0.154 -0.462 0.266 -1.229
C -24.7148 23.6852 5.8646 0.205 0.550 -0.607 -0.502
N -24.7067 24.8666 6.8206 0.232 -0.109 0.668 0.252
C -23.4959 24.7563 7.7114 -0.191 -0.397 -0.002 -1.032
C -24.6726 26.1851 6.0799 0.188 0.425 0.265 -0.370
C -23.4140 26.4326 5.2554 -0.547 -0.463 0.097 -1.254
C -25.8780 24.8895 7.7642 -0.471 -0.737 0.386 -1.252
C -27.2577 25.1702 7.1830 0.437 0.893 -0.406 -0.899
O -27.5627 24.4046 6.0402 0.152 -0.175 0.180 0.408
C -28.7322 24.8927 5.3905 -0.198 -0.104 -0.007 -0.946
H -24.1550 21.9108 7.0179 0.043 0.182 0.077 0.545
H -25.2159 21.6134 5.6783 0.043 0.169 -0.131 0.355
H -25.8697 22.3363 7.1082 -0.065 -0.018 -0.006 -0.116
H -25.4247 23.9485 5.0848 -0.177 -0.108 0.125 0.454
H -23.7288 23.6999 5.4026 0.020 -0.061 0.063 0.611
H -23.5338 23.8009 8.2303 -0.169 0.054 0.099 0.433
H -23.5532 25.5656 8.4318 0.353 0.090 -0.037 0.409
H -22.5828 24.7477 7.1270 -0.027 0.329 -0.097 0.428
H -24.7264 26.9538 6.8550 -0.064 -0.079 0.046 0.384
H -25.6079 26.2490 5.5287 0.167 -0.153 -0.336 0.391
H -23.1887 25.5747 4.6239 0.115 0.157 -0.177 0.317
H -22.5663 26.6362 5.9016 0.098 0.103 -0.080 0.377
H -23.6016 27.2964 4.6227 0.123 0.038 -0.026 0.408
H -25.6788 25.6306 8.5382 0.031 0.286 -0.266 0.426
H -25.8697 23.9552 8.3230 0.076 -0.179 -0.249 0.602
H -27.2763 26.2349 6.9120 -0.257 -0.035 0.074 0.680
H -27.9962 25.0345 7.9819 0.016 -0.056 0.017 0.292
H -28.9405 24.2352 4.5492 0.054 -0.028 0.006 0.093
H -28.6038 25.9132 5.0199 0.091 0.006 0.081 0.389
H -29.5922 24.8707 6.0675 0.006 0.064 -0.016 0.394
C -32.0833 16.4897 6.2641 -0.327 1.347 0.881 -1.246
C -31.3456 15.2029 6.5208 -0.554 -0.311 -0.649 -0.282
N -31.5985 14.5710 7.8747 -0.455 0.138 -0.071 0.554
C -31.0631 13.1811 7.7910 0.787 0.074 0.178 -1.296
C -30.9585 15.3705 8.9817 0.576 -0.860 0.176 -0.388
C -29.4400 15.2793 9.0283 0.077 -0.183 0.439 -1.102
C -33.1024 14.5419 8.1289 -0.144 0.213 0.364 -0.600
C -33.6569 13.6514 9.2357 0.454 -0.328 0.380 -0.949
O -33.3094 12.3009 9.0848 -0.071 0.198 -0.389 -0.304
C -33.8241 11.4948 10.1293 0.003 -0.263 0.875 -0.800
H -33.1644 16.4105 6.1633 0.032 -0.422 -0.109 0.434
H -31.7449 17.0763 5.4118 0.379 -0.539 -0.230 0.335
H -31.9480 17.1900 7.0987 0.094 -0.064 -0.016 0.158
H -30.2699 15.3036 6.4031 0.028 0.059 0.074 0.343
H -31.7139 14.4534 5.8171 0.274 -0.034 -0.074 0.388
H -30.0901 13.2200 7.3038 -0.164 0.012 -0.269 0.503
H -31.7703 12.5735 7.2441 0.007 -0.136 -0.002 0.411
H -30.8771 12.7855 8.7832 -0.424 -0.090 0.085 0.409
H -31.3347 14.8965 9.8868 -0.194 0.336 0.100 0.409
H -31.3027 16.3933 8.8835 -0.149 0.018 0.133 0.405
H -29.1106 15.5193 10.0425 -0.130 0.416 -0.096 0.495
H -28.9220 15.9231 8.3219 -0.025 -0.070 -0.120 0.037
H -29.1014 14.2477 8.9504 0.028 0.015 -0.359 0.351
H -33.5945 14.3428 7.1803 0.093 -0.088 -0.056 0.541
H -33.3309 15.5502 8.4755 -0.245 0.076 -0.415 0.293
H -34.7489 13.7468 9.2197 0.005 0.280 -0.139 0.513
H -33.3351 14.0314 10.2189 0.033 -0.080 -0.046 0.441
H -33.1786 11.5422 11.0168 0.010 0.112 -0.130 0.320
H -33.8618 10.4556 9.8169 0.023 0.077 -0.280 0.269
H -34.8226 11.8030 10.4526 -0.049 0.038 -0.264 0.322
C -24.5660 16.5726 1.5769 -0.007 0.361 0.538 -1.090
C -24.8397 15.0899 1.4780 -0.269 -0.040 -0.259 -0.320
N -25.3984 14.4657 2.7382 0.225 -0.726 -0.745 0.558
C -25.3767 12.9712 2.5367 -0.175 0.423 -0.394 -1.249
C -24.5178 14.8021 3.9128 -0.122 0.846 -0.250 -0.375
C -24.7794 14.0511 5.1863 0.072 -0.392 0.530 -1.453
C -26.8256 14.9081 2.9779 0.611 -0.366 1.127 0.106
C -27.8983 14.3013 2.1190 -0.638 -0.227 -0.895 -1.012
O -27.7922 14.6069 0.7388 0.322 -0.074 0.211 -0.390
C -28.1870 15.9187 0.4137 -0.247 0.184 -0.044 -0.461
H -23.7555 16.8062 2.2680 0.262 -0.060 -0.324 0.400
H -25.4098 17.1551 1.9602 -0.204 -0.234 -0.177 0.067
H -24.3424 16.9508 0.5817 0.192 -0.025 0.021 0.422
H -23.9540 14.5130 1.2133 0.146 0.158 0.121 0.507
H -25.5821 14.9001 0.7041 -0.004 -0.077 0.082 0.428
H -25.8463 12.7803 1.5750 -0.090 -0.186 0.094 0.524
H -25.9243 12.5160 3.3525 -0.031 -0.197 -0.044 0.435
H -24.3551 12.6034 2.4920 0.086 0.168 0.186 0.375
H -24.6625 15.8715 4.0711 -0.045 -0.034 0.145 0.232
H -23.4903 14.6837 3.5690 -0.006 -0.237 -0.014 0.501
H -24.5937 12.9792 5.1376 0.102 0.014 -0.210 0.393
H -25.7809 14.1818 5.5950 0.000 0.193 -0.073 0.384
H -24.0804 14.4378 5.9294 -0.061 0.033 0.004 0.420
H -26.8757 15.9927 2.9820 0.216 -0.030 -0.121 -0.446
H -26.9438 14.5760 4.0090 -0.680 0.231 -0.020 0.423
H -28.8595 14.6618 2.5079 0.115 0.116 0.087 0.330
H -27.9666 13.2136 2.1329 0.280 0.021 0.347 0.461
H -28.1065 16.0271 -0.6652 -0.049 -0.067 -0.020 0.385
H -27.5576 16.6858 0.8842 -0.017 -0.059 0.078 -0.001
H -29.2275 16.0697 0.7224 0.039 0.161 -0.060 0.367
```
Positions in Å, forces in eV/Å.

Calculated values
frontier orbital gap	9.532	eV
HOMO	-16.828	eV
charge	+4
electronic energy	-5067.80257	hartree
energy above the lowest of the compared OMol25 structures with the same formula, charge and spin	0.000	eV